No. 1
{"formula": "C2H4LiMgO", "method": "ωB97M-V/def2-TZVPD", "elements": ["C", "H", "C", "H", "H", "O", "Li", "Mg", "H"], "xyz": [[0.348, -0.380, 0.242], [0.048, -1.143, 0.970], [1.626, -0.293, -0.197], [2.395, -0.952, 0.198], [1.886, 0.298, -1.089], [-0.581, 0.517, -0.104], [-2.438, 0.406, -0.249], [0.641, 1.990, 0.124], [-3.926, -0.443, 0.106]], "forces_ev_per_a": [[0.97, -0.59, 0.07], [0.18, 0.27, -0.10], [-0.35, -0.22, -0.03], [-0.22, 0.18, -0.14], [-0.08, -0.16, 0.36], [-1.53, -0.14, -0.34], [1.27, 0.39, -0.17], [0.52, 0.69, 0.16], [-0.76, -0.42, 0.18]], "spin_multiplicity": 1, "homo_lumo_gap_ev": [9.039, 5.399], "e_homo_ev": [-13.5, -10.5], "lumo_energy_ev": [-4.47, -5.14], "total_charge": 1}

No. 2
{"formula": "C30H23Br2N3O7Tc", "method": "ωB97M-V/def2-TZVPD", "elements": ["Tc", "C", "C", "O", "C", "C", "C", "N", "N", "C", "O", "C", "C", "C", "C", "C", "C", "H", "H", "H", "H", "H", "H", "H", "H", "H", "H", "H", "H", "C", "C", "C", "C", "C", "C", "Br", "C", "C", "Br", "C", "O", "C", "N", "H", "H", "H", "H", "H", "H", "O", "C", "O", "C", "C", "C", "C", "O", "C", "O", "C", "C", "H", "H", "H", "H", "H"], "xyz": [[-0.907, -0.041, -0.143], [0.306, 2.947, -2.775], [0.134, 2.276, -1.479], [-0.685, 1.241, -1.588], [0.691, 2.704, -0.288], [0.757, 2.120, 1.011], [1.636, 2.684, 1.987], [0.060, 1.022, 1.305], [0.159, 0.469, 2.514], [-0.496, -0.671, 2.563], [-1.033, -1.248, 1.510], [-0.599, -1.286, 3.902], [-1.397, -2.382, 4.166], [-1.620, -2.840, 5.503], [-1.030, -2.184, 6.586], [-0.195, -1.102, 6.281], [0.045, -0.665, 4.967], [-0.681, 3.491, -3.017], [0.393, 2.126, -3.547], [1.153, 3.627, -2.675], [1.166, 3.661, -0.402], [2.614, 2.174, 2.107], [1.125, 2.614, 2.978], [1.861, 3.723, 1.814], [-1.778, -2.930, 3.264], [-2.381, -3.622, 5.576], [-1.272, -2.514, 7.589], [0.243, -0.533, 7.119], [0.691, 0.161, 4.795], [-0.994, -3.129, -1.636], [-2.237, -2.334, -1.736], [-3.335, -2.759, -2.432], [-4.567, -2.105, -2.425], [-4.629, -0.857, -1.777], [-5.770, -0.014, -1.778], [-7.453, -0.433, -2.459], [-5.639, 1.345, -1.383], [-4.545, 1.723, -0.609], [-4.185, 3.470, -0.100], [-3.469, 0.831, -0.431], [-2.525, 1.050, 0.450], [-3.514, -0.414, -1.090], [-2.315, -1.142, -1.042], [-1.271, -4.055, -2.120], [-0.770, -3.308, -0.601], [-0.110, -2.647, -2.114], [-3.118, -3.578, -3.154], [-5.470, -2.582, -2.864], [-6.488, 2.022, -1.561], [1.220, -1.576, -2.673], [1.556, -1.012, -1.634], [0.774, -0.865, -0.626], [2.926, -0.479, -1.505], [3.564, -0.286, -0.269], [4.817, 0.322, -0.202], [5.390, 0.699, -1.409], [6.621, 1.259, -1.599], [6.793, 1.431, -3.021], [5.585, 0.944, -3.630], [4.766, 0.466, -2.625], [3.564, -0.174, -2.772], [3.056, -0.545, 0.715], [5.263, 0.625, 0.744], [7.632, 0.819, -3.346], [6.891, 2.496, -3.208], [3.026, -0.230, -3.699]], "forces_ev_per_a": [[-0.05, 0.68, 2.75], [-1.21, 0.31, -0.84], [-1.12, -1.01, 1.42], [0.61, 0.21, 0.01], [0.00, 0.27, -1.26], [-1.66, -2.08, -1.33], [0.84, 0.73, 2.92], [1.16, 1.80, -2.37], [-0.66, -1.30, 1.25], [0.83, 0.47, -0.19], [0.12, 0.67, 0.19], [0.12, 0.06, 0.29], [-0.27, -1.21, -0.05], [-0.30, 0.50, -1.63], [-0.39, -0.12, -1.40], [0.40, 0.51, 0.36], [-0.69, -0.82, 1.52], [1.56, -0.57, 0.29], [0.31, 1.13, 0.68], [-0.16, 0.02, -0.71], [0.51, 0.13, 0.18], [-0.63, -0.09, -0.27], [0.56, 0.03, -0.58], [0.01, 0.36, -0.31], [-0.06, 0.55, 1.20], [0.54, 0.03, 0.46], [0.23, 0.24, 0.03], [-0.06, -0.38, -0.56], [0.30, 0.55, -0.09], [-0.30, -0.01, -0.77], [0.89, 3.14, 2.25], [-1.58, -0.93, -2.14], [0.75, -0.99, 0.06], [-1.90, -0.36, -0.12], [0.67, 2.66, 0.17], [-0.29, -0.66, -0.44], [-0.87, -1.72, 0.24], [1.41, -0.84, -1.00], [-0.35, 0.65, 0.31], [-1.59, 0.42, 1.16], [0.96, -0.45, -0.95], [1.83, -0.34, -0.10], [-2.09, -1.89, -2.16], [0.56, -0.51, -0.06], [0.16, -0.12, 0.57], [-0.80, -0.34, 0.14], [-0.69, 0.27, 0.96], [0.85, 0.68, 0.07], [0.58, -0.29, 0.18], [0.22, 0.56, 0.14], [0.23, -0.70, -1.44], [0.06, -0.34, 0.97], [1.05, 0.04, -0.73], [-1.12, 0.01, 0.65], [0.34, 0.69, -0.49], [-0.07, -0.57, 0.67], [-0.07, 0.13, -0.11], [-1.17, -0.50, 0.72], [0.17, 0.08, -0.11], [0.70, -0.02, -0.60], [-0.26, 0.83, 2.37], [0.49, 0.29, -1.62], [0.06, -0.40, -0.21], [0.13, 0.16, -0.11], [0.20, 0.04, -0.27], [0.01, -0.36, -0.17]], "spin_multiplicity": 4, "homo_lumo_gap_ev": [6.760, 6.275], "s_squared": 3.782, "e_homo_ev": [-7.7, -7.8], "lumo_energy_ev": [-0.90, -1.49], "total_charge": 0}

No. 3
{"formula": "C20H40CrN10O2S2", "method": "ωB97M-V/def2-TZVPD", "elements": ["Cr", "N", "C", "C", "C", "N", "H", "H", "H", "H", "H", "H", "H", "H", "H", "H", "N", "C", "C", "C", "C", "C", "C", "S", "O", "O", "N", "C", "N", "C", "C", "C", "N", "H", "H", "H", "H", "H", "H", "H", "H", "H", "C", "N", "C", "C", "S", "N", "C", "C", "H", "H", "H", "H", "H", "H", "H", "H", "H", "H", "H", "H", "N", "C", "C", "N", "H", "H", "H", "H", "H", "H", "H", "H", "H"], "xyz": [[11.488, 12.653, 14.349], [12.022, 13.040, 16.392], [13.507, 13.263, 16.512], [14.326, 12.199, 15.821], [14.541, 12.389, 14.309], [13.344, 11.960, 13.579], [11.633, 13.810, 16.897], [11.796, 12.186, 16.906], [13.762, 13.254, 17.548], [13.690, 14.279, 16.150], [13.922, 11.265, 15.882], [15.295, 12.169, 16.311], [15.368, 11.765, 13.963], [14.709, 13.441, 13.977], [13.210, 10.998, 13.650], [13.349, 12.321, 12.660], [10.362, 14.933, 6.190], [10.214, 14.380, 7.423], [11.148, 13.408, 7.899], [10.986, 12.778, 9.036], [9.923, 13.137, 9.871], [8.992, 14.077, 9.467], [9.101, 14.637, 8.206], [9.788, 12.541, 11.466], [8.583, 13.036, 12.063], [10.008, 11.118, 11.529], [10.990, 13.158, 12.472], [11.261, 14.476, 12.641], [10.912, 15.453, 11.795], [11.197, 16.729, 12.180], [11.912, 16.970, 13.406], [12.189, 15.883, 14.201], [11.827, 14.655, 13.835], [11.090, 14.611, 5.567], [9.664, 15.559, 5.795], [12.050, 13.217, 7.346], [11.777, 12.146, 9.413], [8.141, 14.274, 10.042], [8.250, 15.158, 7.777], [10.794, 17.514, 11.562], [12.275, 17.990, 13.684], [12.681, 16.118, 15.155], [13.447, 8.366, 14.019], [12.207, 8.611, 13.274], [12.163, 7.991, 11.905], [11.102, 9.048, 13.904], [11.163, 10.336, 15.074], [9.889, 8.532, 13.716], [8.647, 9.207, 14.058], [9.666, 7.100, 13.421], [13.722, 7.289, 14.079], [13.346, 8.842, 15.021], [14.229, 8.938, 13.535], [13.150, 8.175, 11.469], [11.488, 8.572, 11.292], [11.957, 6.927, 11.926], [8.748, 10.240, 13.782], [8.426, 9.103, 15.131], [7.850, 8.729, 13.499], [10.541, 6.498, 13.696], [9.535, 6.970, 12.369], [8.788, 6.730, 14.000], [6.821, 16.075, 14.819], [7.404, 14.666, 14.877], [8.906, 14.637, 14.883], [9.439, 13.226, 14.851], [6.251, 16.359, 15.611], [6.266, 16.293, 13.973], [7.627, 16.697, 14.772], [7.025, 14.115, 14.058], [6.943, 14.282, 15.784], [9.261, 15.201, 15.786], [9.256, 15.127, 13.945], [9.021, 12.842, 13.980], [9.171, 12.740, 15.686]], "forces_ev_per_a": [[0.27, 0.34, 0.22], [1.05, -0.95, -0.57], [-0.53, -0.06, -0.31], [1.75, 2.71, -1.30], [0.31, 0.68, -0.09], [-0.87, 2.40, 1.57], [-0.81, 0.41, 0.17], [-0.02, 0.16, 0.18], [0.13, 0.07, 0.84], [0.23, -0.27, -0.16], [-1.30, -2.66, 0.83], [0.14, -0.02, -0.03], [0.19, 0.26, 0.15], [0.21, -0.69, 0.60], [-0.15, -2.04, -0.45], [0.02, -0.14, -1.37], [-0.06, 0.04, 0.24], [0.40, -0.65, -1.09], [0.53, 1.74, -2.73], [0.13, -0.63, 2.95], [-0.13, 0.12, 0.75], [0.62, -0.23, -1.46], [-0.81, -0.01, 0.40], [1.02, -0.91, -0.18], [-1.43, 0.58, 0.79], [0.29, 0.19, 0.15], [0.30, -0.47, -0.78], [-0.80, 0.43, -1.15], [0.06, 1.58, 0.50], [0.53, -2.23, 1.37], [-0.25, 1.03, -1.27], [0.16, 1.22, 0.17], [0.75, -0.41, 1.02], [-0.17, 0.10, 0.16], [0.36, -0.36, 0.30], [0.09, -0.05, -0.47], [-0.10, -0.41, -0.06], [-0.99, 0.30, 0.84], [0.25, 0.33, 0.20], [0.23, 0.19, -0.24], [-0.58, -1.08, -0.26], [-0.15, -0.77, -0.29], [0.09, 0.86, 0.75], [-0.39, -1.03, -0.35], [0.51, 0.83, 0.73], [-1.22, 0.02, -0.38], [0.02, 0.80, 0.57], [0.64, -0.90, 0.03], [0.03, 0.00, 0.49], [0.52, -0.38, 0.45], [-0.35, 0.79, -0.03], [0.02, -0.82, -0.52], [0.51, -0.28, -0.29], [-0.05, -0.27, 0.20], [-0.57, -0.15, -0.03], [-0.09, -0.03, -0.09], [-0.25, 0.43, -0.11], [0.11, 0.06, -0.28], [-0.04, 0.13, -0.15], [-0.19, 0.28, 0.16], [-0.49, -0.19, -0.68], [0.69, 0.43, -0.50], [0.78, 0.50, -1.18], [-1.38, -0.06, 1.18], [1.20, 0.42, 0.13], [-0.30, 1.41, -0.87], [-0.05, -0.20, 0.36], [0.20, -0.43, 0.27], [-0.12, 0.53, 0.12], [-0.48, -0.49, -0.98], [0.32, -0.46, 0.06], [0.12, -0.58, -0.84], [-0.08, -0.18, 0.74], [-0.13, -0.31, 0.63], [-0.45, -0.57, 0.25]], "spin_multiplicity": 4, "homo_lumo_gap_ev": [6.203, 6.481], "s_squared": 3.794, "e_homo_ev": [-14.6, -14.6], "lumo_energy_ev": [-8.35, -8.08], "total_charge": 3}

No. 4
{"formula": "C5H19NO6", "method": "ωB97M-V/def2-TZVPD", "elements": ["C", "C", "N", "C", "O", "C", "C", "O", "H", "H", "H", "H", "H", "H", "H", "H", "H", "H", "H", "O", "H", "H", "O", "H", "H", "O", "H", "H", "O", "H", "H"], "xyz": [[2.432, -1.879, -0.062], [1.851, -0.629, -0.639], [0.345, -0.433, -0.466], [-0.266, 0.306, -1.518], [0.383, 0.687, -2.455], [-1.584, 0.901, -1.232], [-2.552, -0.024, -0.584], [-2.832, -1.213, -1.301], [2.986, -1.763, 0.905], [1.834, -2.847, 0.007], [3.201, -2.222, -0.864], [1.931, -0.754, -1.759], [2.341, 0.260, -0.254], [-0.123, -0.939, 0.190], [-1.996, 1.059, -2.242], [-1.430, 1.862, -0.638], [-2.484, -0.223, 0.475], [-3.468, 0.538, -0.371], [-2.122, -1.954, -1.082], [0.470, 2.966, 1.252], [0.552, 2.400, 0.574], [0.870, 3.712, 0.988], [0.660, 3.378, -1.631], [0.021, 3.280, -2.254], [0.887, 2.488, -1.333], [-1.506, -2.010, 1.840], [-1.875, -2.920, 1.773], [-0.980, -1.885, 2.667], [0.769, -1.045, 3.537], [1.002, -0.881, 2.532], [0.682, -0.216, 3.950]], "forces_ev_per_a": [[2.01, -2.67, -0.30], [-2.66, -0.62, -1.67], [2.85, 2.25, -3.64], [1.37, -0.50, 3.04], [0.65, -0.03, -1.19], [-0.78, 0.19, -0.38], [-1.74, 0.12, 1.81], [2.07, -2.05, 0.36], [-0.57, -0.03, -0.80], [0.01, 1.64, 0.00], [-0.77, 0.60, 1.66], [0.29, 0.84, 1.31], [0.27, 0.10, -0.29], [-1.92, -1.51, 2.16], [0.07, 0.69, 0.38], [-0.32, -1.16, -0.88], [1.64, -0.58, 0.48], [-0.58, -0.04, -1.38], [-2.17, 2.59, -0.53], [-2.50, -1.24, 5.36], [0.28, -3.19, -3.58], [2.12, 4.35, -1.49], [3.08, 0.65, 3.30], [-2.82, -0.65, -2.93], [0.00, 0.23, -0.74], [0.15, -0.44, 0.15], [0.63, 0.99, 0.55], [-0.57, -0.53, -0.67], [0.66, -1.68, -3.89], [-0.63, -0.15, 3.23], [-0.11, 1.83, 0.54]], "spin_multiplicity": 1, "homo_lumo_gap_ev": 10.226, "e_homo_ev": -10.0, "lumo_energy_ev": 0.23, "smiles": "CCNC(=O)CCO.O.O.O.O", "total_charge": 0}

No. 5
{"formula": "C4H7NO", "method": "ωB97M-V/def2-TZVPD", "elements": ["C", "N", "O", "C", "C", "C", "H", "H", "H", "H", "H", "H", "H"], "xyz": [[0.715, 1.338, -0.279], [0.144, 1.217, -1.405], [-0.704, 0.166, -1.638], [-1.126, -0.601, -0.503], [0.100, -0.980, 0.355], [0.667, 0.338, 0.869], [1.369, 2.221, -0.234], [-1.674, -1.422, -0.966], [-1.892, -0.017, 0.062], [0.852, -1.505, -0.278], [-0.214, -1.706, 1.113], [0.090, 0.785, 1.678], [1.674, 0.166, 1.226]], "forces_ev_per_a": [[0.33, -0.32, 0.28], [0.04, 0.49, -0.26], [-0.20, -0.21, 0.11], [0.06, 0.20, -0.05], [-0.82, -0.25, -0.70], [0.06, 0.11, -0.47], [-0.31, -0.42, 0.15], [0.30, -0.21, 0.19], [0.68, -0.19, -0.06], [-0.52, 0.43, 0.27], [0.18, 0.38, 0.18], [-0.08, -0.21, 0.17], [0.29, 0.22, 0.20]], "spin_multiplicity": 1, "homo_lumo_gap_ev": 10.375, "e_homo_ev": -9.4, "lumo_energy_ev": 0.98, "smiles": "C1=NOCCC1", "total_charge": 0}

No. 6
{"formula": "C4H15NO2", "method": "ωB97M-V/def2-TZVPD", "elements": ["C", "C", "C", "N", "C", "H", "H", "H", "H", "H", "H", "H", "H", "H", "H", "H", "H", "H", "O", "H", "H", "O"], "xyz": [[-0.077, -1.562, 1.076], [-0.579, -0.277, 1.657], [-1.368, 0.642, 0.610], [-0.632, 0.896, -0.710], [0.367, 1.971, -0.472], [-1.057, -2.269, 1.022], [0.634, -2.114, 1.721], [0.466, -1.350, 0.112], [0.206, 0.346, 2.121], [-1.147, -0.559, 2.565], [-1.412, 1.641, 1.163], [-2.439, 0.349, 0.558], [-1.291, 1.094, -1.476], [0.224, 2.799, 0.222], [0.667, 2.285, -1.483], [1.340, 1.454, -0.008], [4.056, -0.518, -0.233], [2.408, -0.559, -0.470], [3.099, -0.337, 0.169], [-2.022, -1.210, -2.535], [-0.422, -1.731, -2.714], [-1.022, -0.991, -2.895]], "forces_ev_per_a": [[-1.27, -1.83, -0.68], [0.38, 1.01, 0.60], [-0.01, -0.18, 1.71], [-2.13, 3.22, 4.21], [3.40, -2.62, -1.65], [2.52, 1.38, -0.68], [-0.40, 0.55, -0.16], [-0.87, -0.73, 0.63], [0.11, -0.20, -0.61], [-0.58, 0.62, -0.77], [0.20, -0.96, -1.10], [0.90, -0.28, -0.95], [0.74, -0.82, -0.32], [-1.09, -0.28, -0.03], [0.01, 0.34, 0.61], [-1.80, 0.76, -0.89], [-3.44, 0.48, 0.97], [0.83, -0.26, -0.23], [2.56, -0.21, -0.81], [4.14, 0.20, -1.46], [-0.72, -0.07, 0.06], [-3.48, -0.10, 1.52]], "spin_multiplicity": 2, "homo_lumo_gap_ev": [11.728, 6.806], "s_squared": 0.755, "e_homo_ev": [-14.9, -14.9], "lumo_energy_ev": [-3.15, -8.06], "total_charge": 1}

no.,DFT total energy (eV)
1,-9826.9285
2,-192569.5811
3,-90454.7509
4,-19266.5800
5,-7797.0324
6,-9965.8895